[1]
Formula: C3H3IO2
Source: OMol25
Level of theory: the ωB97M-V functional and the def2-TZVPD basis

Element x y z (Å)
C (-1.706786, 2.377743, 0.268201)
C (0.340462, 0.205663, -1.527343)
C (-1.408827, 1.162881, 0.515625)
O (-1.990480, 3.444555, 0.010879)
O (1.072295, 0.323806, -0.612274)
I (-2.875572, -0.316996, -0.107251)
H (0.008468, -0.835585, -1.839695)
H (-0.073036, 1.055914, -1.988726)
H (-0.751648, 1.044277, 1.327405)

Force components x, y, z for each atom (eV/Å):
C -0.5420 -0.2839 -0.2033
C -0.7326 -2.4908 -0.3738
C -1.3364 -2.2843 0.0189
O -0.4652 2.6854 -0.6764
O 1.7881 0.1619 1.4930
I 1.1002 0.9633 0.4705
H 0.1683 0.8977 -0.1897
H -0.7811 1.2494 -1.2057
H 0.8007 -0.8986 0.6665

Results
**SMILES**: O=C=CI.C=O
**Electronic energy**: -564.19577 a.u.
**Multiplicity**: 1
**Energy above the lowest of the compared OMol25 structures with the same formula, charge and spin**: 1.9876 eV
**Max |F|**: 2.81 eV Å⁻¹
**Frontier orbital gap**: 8.39 eV
**HOMO energy**: -9.127 eV

---

[2]
Formula: C3H3IS
Source: OMol25
Level of theory: the ωB97M-V functional and the def2-TZVPD basis

Element x y z (Å)
C (-2.730707, -0.365002, -0.540027)
C (-1.639050, -0.640637, -0.107324)
C (1.773143, 0.271026, 0.399872)
S (1.243126, -1.305168, 0.934948)
I (-4.408445, 0.200263, -1.588718)
H (1.410588, 0.535988, -0.627017)
H (2.893829, 0.108488, 0.516068)
H (1.457516, 1.195041, 1.012198)

Force components x, y, z for each atom (eV/Å):
C -1.2911 0.4754 -0.9549
C 2.3939 -0.6354 1.0201
C 0.1664 1.9296 0.1535
S -2.5831 0.4358 -0.6183
I 0.9432 -0.3531 0.7048
H 0.8602 -0.7020 0.6279
H -0.9729 0.6121 -0.5686
H 0.4834 -1.7624 -0.3645

Results
**Electronic energy**: -811.71276 a.u.
**Multiplicity**: 1
**Energy above the lowest of the compared OMol25 structures with the same formula, charge and spin**: 5.1222 eV
**Max |F|**: 2.69 eV Å⁻¹
**Frontier orbital gap (alpha / beta)**: 5.15 / 5.19 eV
**HOMO energy (alpha / beta)**: -8.930 / -8.953 eV

---

[3]
Formula: C3H3LaO2
Source: OMol25
Level of theory: the ωB97M-V functional and the def2-TZVPD basis

Element x y z (Å)
O (0.939527, -0.432102, 0.306786)
C (-1.031470, 1.042135, -0.180154)
C (0.941696, -0.602971, -1.146528)
C (-0.022151, 0.261522, -0.546075)
H (-2.264768, 0.789781, 0.755942)
H (0.655350, -1.607367, -1.472230)
H (1.839002, -0.198151, -1.622904)
O (-1.235581, 0.944810, 1.206129)
La (0.178397, -0.197657, 2.699035)

Force components x, y, z for each atom (eV/Å):
O 0.1690 -0.6714 2.2214
C 1.0215 -0.8837 -3.5434
C 0.2076 0.2336 -0.8782
C -0.9360 1.0309 -0.2583
H 2.5949 0.7033 1.5509
H 0.0209 0.3220 0.1517
H -0.2474 -0.1114 0.1872
O -3.0283 -0.7100 1.8346
La 0.1977 0.0866 -1.2660

Results
**Total charge**: +1
**Electronic energy**: -297.67043 a.u.
**Multiplicity**: 2
**Expectation value of S²**: 0.75
**Energy above the lowest of the compared OMol25 structures with the same formula, charge and spin**: 3.1310 eV
**Max |F|**: 3.79 eV Å⁻¹
**Frontier orbital gap (alpha / beta)**: 5.77 / 6.50 eV
**HOMO energy (alpha / beta)**: -10.854 / -11.671 eV

---

[4]
Formula: C3H3Li2O3Sm
Source: OMol25
Level of theory: the ωB97M-V functional and the def2-TZVPD basis

Element x y z (Å)
O (1.261253, 1.204619, 1.028197)
Li (2.884714, 1.714641, 1.411841)
C (0.625676, 0.294090, 0.390206)
O (-0.596251, -0.042167, 0.978374)
C (-1.772622, 0.229447, 0.125462)
H (-1.961695, 1.314660, 0.176672)
H (-2.604613, -0.262415, 0.653211)
Sm (-1.216669, -0.802702, -1.949289)
C (1.111308, -0.404886, -0.813901)
O (1.006339, 0.222657, -2.038429)
Li (-0.124017, -2.006898, 0.766598)
H (1.386577, -1.461046, -0.728941)

Force components x, y, z for each atom (eV/Å):
O -1.1792 -1.2415 -1.2510
Li -0.1569 0.0603 -0.2018
C 1.2100 1.2721 0.7639
O 1.5080 -0.5782 0.7951
C -0.8669 0.3630 0.3969
H 0.0896 -0.2947 0.1677
H 0.1843 0.2071 0.1107
Sm 1.5344 0.5425 -1.9231
C -2.0958 0.6416 -0.0693
O -0.4898 -1.1262 1.0721
Li 0.0235 0.4745 0.0655
H 0.2389 -0.3205 0.0733

Results
**Total charge**: +1
**Electronic energy**: -1014.51188 a.u.
**Multiplicity**: 7
**Expectation value of S²**: 12.04
**Max |F|**: 2.52 eV Å⁻¹
**Frontier orbital gap (alpha / beta)**: 5.29 / 5.18 eV
**HOMO energy (alpha / beta)**: -9.062 / -9.193 eV

---

[5]
Formula: C3H3LiO3Ru
Source: OMol25
Level of theory: the ωB97M-V functional and the def2-TZVPD basis

Element x y z (Å)
O (0.237894, 0.855342, 0.499041)
C (0.810797, 0.556454, -0.726948)
C (0.048997, 0.342756, -1.803306)
O (-0.142960, -1.319332, 0.876672)
C (-0.429495, -0.141016, 1.138090)
O (-1.380602, 0.245013, 1.854948)
Ru (-1.755033, 0.187779, 3.687220)
H (1.903683, 0.590436, -0.736413)
H (0.516974, 0.156836, -2.770459)
H (-1.032858, 0.481847, -1.776221)
Li (1.222603, -1.956114, -0.242623)

Force components x, y, z for each atom (eV/Å):
O -1.6720 -0.0196 1.9972
C 0.3332 -0.6637 -1.5280
C 0.4911 0.4769 0.3509
O -0.8275 1.1852 1.4929
C 4.5049 -1.7657 -5.7819
O -1.7618 0.9805 1.0343
Ru -0.8134 0.0804 2.2210
H -0.2904 0.0997 0.1231
H -0.0995 0.0672 0.2710
H 0.2291 -0.2844 0.0323
Li -0.0938 -0.1565 -0.2128

Results
**Total charge**: +2
**Electronic energy**: -443.38606 a.u.
**Multiplicity**: 7
**Expectation value of S²**: 12.01
**Energy above the lowest of the compared OMol25 structures with the same formula, charge and spin**: 0.0000 eV
**Max |F|**: 7.54 eV Å⁻¹
**Frontier orbital gap (alpha / beta)**: 9.39 / 4.72 eV
**HOMO energy (alpha / beta)**: -17.602 / -18.096 eV

---

[6]
Formula: C3H3LiO3Yb
Source: OMol25
Level of theory: the ωB97M-V functional and the def2-TZVPD basis

Element x y z (Å)
O (0.469789, -0.633483, -0.437336)
C (0.122798, 0.605211, -0.431875)
C (1.348964, -0.827078, -2.033330)
O (-0.741516, 1.014316, 0.361643)
O (0.441813, 1.280705, -1.529582)
C (1.097528, 0.546632, -2.466450)
Yb (-0.662506, -1.057883, 1.894331)
H (0.854460, -1.603924, -2.626383)
H (2.338621, -1.067003, -1.634500)
H (0.889207, 0.855068, -3.488234)
Li (-1.852670, 2.668441, 0.151109)

Force components x, y, z for each atom (eV/Å):
O 0.9880 -0.5043 -0.2286
C -0.8169 -0.9393 -2.7714
C 0.1284 0.5165 0.5655
O -0.0883 0.5652 1.4207
O 0.0675 0.9304 1.5180
C -0.4727 -0.7495 -0.5175
Yb 0.1944 0.0046 -0.3574
H 0.1627 -0.0965 0.2071
H -0.2925 -0.1255 0.1701
H 0.1835 -0.0096 0.0992
Li -0.0541 0.4079 -0.1057

Results
**Total charge**: +3
**Electronic energy**: -1506.90316 a.u.
**Multiplicity**: 2
**Expectation value of S²**: 0.75
**Energy above the lowest of the compared OMol25 structures with the same formula, charge and spin**: 0.6376 eV
**Max |F|**: 3.04 eV Å⁻¹
**Frontier orbital gap (alpha / beta)**: 6.85 / 9.97 eV
**HOMO energy (alpha / beta)**: -20.060 / -23.186 eV

---

[7]
Formula: C3H3LiO4Tm
Source: OMol25
Level of theory: the ωB97M-V functional and the def2-TZVPD basis

Element x y z (Å)
O (-2.467371, -1.517573, 0.517104)
O (1.736398, -1.841866, -0.085165)
C (0.950840, -0.944732, 0.256177)
C (-1.851961, 0.627599, 0.063039)
O (-0.192416, -1.275295, 0.789272)
O (1.210580, 0.247301, -0.170883)
C (-1.473225, -0.858457, -0.003460)
H (-2.645478, 0.875987, -0.653076)
H (-1.278009, -1.090783, -1.068546)
H (-2.186088, 0.670431, 1.150133)
Li (3.131160, -0.338717, 0.029254)
Tm (-0.003009, 1.932681, -0.354239)

Force components x, y, z for each atom (eV/Å):
O 0.1930 0.0498 -0.2292
O 0.5265 1.8212 1.3684
C -0.2101 -6.0473 -1.6763
C 1.0890 0.4079 1.6778
O -1.0884 1.7054 -0.1456
O -0.3549 4.5441 -0.0537
C 0.0496 -0.6561 -0.6009
H -0.1371 -0.2780 0.3018
H 0.1529 -0.6722 0.3307
H 0.0177 0.8841 -1.1509
Li 0.3074 -0.9197 -0.2616
Tm -0.5457 -0.8392 0.4394

Results
**Total charge**: +2
**Electronic energy**: -1509.09517 a.u.
**Multiplicity**: 4
**Expectation value of S²**: 3.76
**Energy above the lowest of the compared OMol25 structures with the same formula, charge and spin**: 0.0000 eV
**Max |F|**: 6.28 eV Å⁻¹
**Frontier orbital gap (alpha / beta)**: 7.74 / 7.41 eV
**HOMO energy (alpha / beta)**: -18.329 / -18.157 eV

---

[8]
Formula: C3H3N2O
Source: OMol25
Level of theory: the ωB97M-V functional and the def2-TZVPD basis

Element x y z (Å)
C (-1.119057, 1.665599, 1.750438)
C (0.546237, -0.123781, -0.107370)
C (-0.686713, 0.676924, -0.351381)
N (-1.225443, 2.360677, 2.679004)
N (0.285860, 0.762446, -1.224913)
O (0.952716, 1.474800, -2.038647)
H (1.200663, 0.190388, 0.702085)
H (0.611022, -1.188527, -0.338115)
H (-1.710605, 0.406955, -0.507248)

Force components x, y, z for each atom (eV/Å):
C 0.1926 0.1255 -0.0503
C 0.2969 -0.3609 0.1536
C 0.3122 -1.1866 -1.4476
N -0.0444 -0.0807 -0.0505
N -0.1939 0.7543 1.4573
O -0.1351 -0.1299 -0.3915
H -0.0363 0.2303 0.1286
H -0.0233 0.0337 -0.1260
H -0.3687 0.6144 0.3264

Results
**Total charge**: -1
**Electronic energy**: -300.71370 a.u.
**Multiplicity**: 1
**Energy above the lowest of the compared OMol25 structures with the same formula, charge and spin**: 1.8282 eV
**Max |F|**: 1.90 eV Å⁻¹
**Frontier orbital gap (alpha / beta)**: 8.05 / 8.05 eV
**HOMO energy (alpha / beta)**: -3.826 / -3.828 eV

---

[9]
Formula: C3H3N2O2
Source: OMol25
Level of theory: the ωB97M-V functional and the def2-TZVPD basis

Element x y z (Å)
C (-0.888640, -1.046644, 2.026267)
C (0.239848, 0.559634, -0.016476)
C (0.293323, -0.030957, -1.419509)
N (1.203761, 1.677910, 0.394963)
N (0.052696, 1.880391, -0.111757)
O (-0.765326, -0.360338, 3.000407)
O (-1.171277, -1.963013, 1.319299)
H (1.317222, -0.384244, -1.655432)
H (0.016455, 0.622858, -2.284625)
H (-0.298060, -0.955597, -1.253136)

Force components x, y, z for each atom (eV/Å):
C 0.0037 0.3207 0.2752
C -0.8223 -3.1587 0.4977
C 0.8706 -1.3511 0.2136
N -1.1990 0.8300 -1.2786
N 1.3643 3.1888 1.4614
O -0.1823 -1.3702 -2.0817
O 0.4273 1.3747 1.1890
H -0.1461 0.0813 0.1060
H -0.3275 -0.3741 0.7044
H 0.0113 0.4585 -1.0870

Results
**Total charge**: -1
**Electronic energy**: -376.01492 a.u.
**Multiplicity**: 1
**Energy above the lowest of the compared OMol25 structures with the same formula, charge and spin**: 4.1398 eV
**Max |F|**: 3.76 eV Å⁻¹
**Frontier orbital gap (alpha / beta)**: 5.85 / 5.85 eV
**HOMO energy (alpha / beta)**: -1.956 / -1.955 eV

---

[10]
Formula: C3H3N2OP
Source: OMol25
Level of theory: the ωB97M-V functional and the def2-TZVPD basis

Element x y z (Å)
C (-1.403829, 0.556102, -1.061809)
C (-0.095648, 1.413089, 1.199904)
C (1.070997, -0.956468, -0.264900)
N (-1.896728, 1.131696, -1.919725)
N (0.204831, 2.410344, 1.682620)
O (-1.472607, -1.137469, 1.253067)
P (-0.574942, -0.185452, 0.317764)
H (1.630504, -0.147207, -0.826396)
H (1.769866, -1.310799, 0.397964)
H (0.767556, -1.773837, -0.778488)

Force components x, y, z for each atom (eV/Å):
C 0.4968 -0.2506 0.1911
C -0.3846 -1.4950 -1.0952
C -1.3557 5.0410 -0.5387
N -0.2663 0.1201 -0.3812
N 0.0422 0.0444 0.1178
O 3.2809 3.7088 -3.8887
P -1.0195 -3.2919 5.3048
H -0.8940 -1.0983 0.0042
H 0.9915 -0.4819 2.6512
H -0.8913 -2.2965 -2.3654

Results
**SMILES**: CP(=O)(C#N)C#N
**Electronic energy**: -642.17120 a.u.
**Multiplicity**: 1
**Energy above the lowest of the compared OMol25 structures with the same formula, charge and spin**: 0.9985 eV
**Max |F|**: 6.33 eV Å⁻¹
**Frontier orbital gap**: 10.85 eV
**HOMO energy**: -11.387 eV

---

[11]
Formula: C3H3N2OP
Source: OMol25
Level of theory: the ωB97M-V functional and the def2-TZVPD basis

Element x y z (Å)
C (2.301763, 1.639297, 0.108132)
C (2.538747, -0.986629, -0.730732)
C (-0.024329, -0.035016, 0.149181)
N (2.828376, 2.634674, -0.120858)
N (3.201073, -1.588919, -1.449418)
O (2.006501, -0.455144, 1.956797)
P (1.753243, -0.017258, 0.575184)
H (-0.209807, -1.033756, 0.042731)
H (-0.593849, 0.335415, 1.087133)
H (-0.184089, 0.825249, -0.528557)

Force components x, y, z for each atom (eV/Å):
C 0.5166 -0.4880 0.2382
C 0.2013 0.4397 0.5490
C 1.0592 4.3947 2.6579
N -0.2394 0.0703 -0.0480
N -0.1309 -0.1141 -0.1699
O 0.5931 0.2258 -0.7031
P -1.5955 -0.0160 0.6012
H -1.2461 -2.3629 -1.3206
H 1.1679 -0.7820 -1.1384
H -0.3261 -1.3677 -0.6662

Results
**SMILES**: CP(=O)(C#N)C#N
**Electronic energy**: -642.19637 a.u.
**Multiplicity**: 1
**Energy above the lowest of the compared OMol25 structures with the same formula, charge and spin**: 0.3134 eV
**Max |F|**: 5.24 eV Å⁻¹
**Frontier orbital gap**: 11.49 eV
**HOMO energy**: -11.819 eV

---

[12]
Formula: C3H3N2OS
Source: OMol25
Level of theory: the ωB97M-V functional and the def2-TZVPD basis

Element x y z (Å)
C (-2.156982, -2.798476, 2.420655)
C (-1.992422, -1.565265, 0.451128)
C (-0.007400, 0.196159, -0.272990)
N (-1.585621, -1.764666, 2.570633)
N (-2.637870, -3.496280, 1.446339)
O (-2.534201, -2.731186, 0.379992)
S (-1.799566, -0.084516, -0.162628)
H (0.188317, 0.983019, -1.084210)
H (0.467068, -0.705538, -0.720159)
H (0.500655, 0.568196, 0.638666)

Force components x, y, z for each atom (eV/Å):
C 1.4304 2.8729 -0.0898
C 0.9075 -0.6202 -0.0263
C 1.6099 0.3283 -1.6195
N -0.4192 -0.5443 0.7780
N -1.0961 -3.0339 0.0940
O -0.0576 2.2692 -1.2041
S -0.3601 -0.3392 0.3963
H -0.9356 -0.8145 1.1201
H -0.3272 0.4093 0.7665
H -0.7521 -0.5275 -0.2153

Results
**Total charge**: +1
**Electronic energy**: -698.48325 a.u.
**Multiplicity**: 1
**Energy above the lowest of the compared OMol25 structures with the same formula, charge and spin**: 8.2566 eV
**Max |F|**: 3.23 eV Å⁻¹
**Frontier orbital gap (alpha / beta)**: 7.25 / 7.85 eV
**HOMO energy (alpha / beta)**: -15.083 / -15.454 eV